No. 1
Below is a structure of composition C23H21BrCaN5O7S3, with properties calculated with ωB97M-V/def2-TZVPD.

## Properties
- Total charge: -1

Each line ends with the Mulliken charge.
Atoms and positions in Å:
Ca1 1.364 0.140 -0.442  1.78
C1 -3.608 -5.566 2.383  -1.38
C2 -2.681 -4.383 2.314  1.07
C3 -2.052 -3.895 3.450  -0.76
C4 -1.190 -2.805 3.382  -0.33
C5 -0.962 -2.202 2.160  -0.61
C6 -1.584 -2.668 1.005  -0.51
C7 -2.435 -3.754 1.092  -0.89
S1 0.145 -0.821 2.029  2.15
O1 0.433 -0.379 3.381  -0.77
O2 1.310 -1.386 1.303  -0.84
N1 -0.515 0.215 1.084  -0.45
C8 -0.738 1.587 1.536  -0.81
C9 0.049 2.685 0.779  0.66
O3 -0.251 3.846 1.060  -0.82
O4 0.950 2.300 -0.035  -0.76
H1 -3.758 -5.891 3.413  0.34
H2 -3.206 -6.413 1.822  0.31
H3 -4.586 -5.332 1.959  0.32
H4 -2.237 -4.369 4.408  0.28
H5 -0.701 -2.418 4.265  0.47
H6 -1.416 -2.186 0.049  0.50
H7 -2.919 -4.116 0.192  0.45
H8 -0.502 1.698 2.599  0.47
H9 -1.795 1.849 1.427  0.33
O5 3.440 0.287 5.394  -0.57
C10 3.428 0.667 4.095  1.08
C11 2.776 1.813 3.657  -0.44
C12 2.765 2.084 2.305  -0.82
N2 3.376 1.308 1.403  -0.45
C13 4.022 0.260 1.867  0.18
Br1 4.883 -0.748 0.502  -0.15
C14 4.097 -0.138 3.183  -0.43
H10 2.794 0.814 5.879  0.31
H11 2.236 2.450 4.346  0.27
H12 2.229 2.937 1.908  0.70
H13 4.598 -1.042 3.490  0.40
N3 -2.739 4.471 -3.496  -0.61
C15 -2.289 3.149 -3.467  1.01
C16 -2.038 2.528 -2.238  -0.81
C17 -1.608 1.221 -2.204  -0.40
C18 -1.405 0.512 -3.389  -0.25
C19 -1.675 1.108 -4.605  -0.33
C20 -2.126 2.421 -4.642  -0.69
S2 -0.702 -1.102 -3.238  1.04
O6 -0.560 -1.662 -4.562  -0.71
O7 -1.485 -1.813 -2.259  -0.70
N4 0.724 -0.826 -2.559  -0.73
C21 1.665 -0.126 -3.237  0.77
S3 1.740 0.193 -4.946  -0.09
C22 3.125 1.184 -4.697  -0.34
C23 3.451 1.192 -3.386  -0.75
N5 2.664 0.442 -2.557  -0.46
H14 -2.470 5.004 -2.682  0.25
H15 -2.520 4.968 -4.345  0.22
H16 -2.150 3.084 -1.314  0.29
H17 -1.428 0.741 -1.248  0.41
H18 -1.513 0.557 -5.522  0.49
H19 -2.333 2.893 -5.596  0.29
H20 3.623 1.701 -5.498  0.41
H21 4.286 1.728 -2.958  0.41

Cartesian forces (eV/Å) of the 6 atoms listed first:
Ca 0.5903 0.3926 -0.0763
C -0.0278 -0.0681 0.0434
C 0.0194 0.0399 -0.0358
C -0.0104 -0.0172 0.0331
C -0.0254 -0.0218 -0.0118
C -0.0031 0.0803 -0.1392

=====

No. 2
Below is a structure of composition C23H21IrN12, with properties calculated with ωB97M-V/def2-TZVPD.

Each line ends with the Mulliken charge.
Atoms and positions in Å:
Ir1 0.208 0.084 -0.159  1.42
C1 2.390 -2.295 -1.104  -1.39
N1 0.954 -1.966 -1.187  0.17
C2 0.127 -3.167 -0.913  -1.22
C3 0.609 -1.618 -2.572  -1.80
C4 -0.787 -1.110 -2.659  1.52
C5 -1.533 -1.310 -3.813  -1.05
C6 -2.758 -0.679 -3.984  -0.72
C7 -3.202 0.170 -2.987  -0.86
C8 -2.426 0.369 -1.843  0.10
C9 -1.231 -0.288 -1.650  0.02
H1 2.641 -3.128 -1.765  0.44
H2 2.661 -2.556 -0.089  0.36
H3 2.987 -1.437 -1.395  0.49
H4 0.369 -3.938 -1.651  0.38
H5 -0.927 -2.924 -0.999  0.34
H6 0.290 -3.601 0.052  0.52
H7 0.745 -2.484 -3.231  0.64
H8 1.298 -0.837 -2.906  0.38
H9 -1.134 -1.950 -4.592  0.42
H10 -3.334 -0.831 -4.885  0.37
H11 -4.145 0.695 -3.076  0.43
H12 -2.833 1.011 -1.115  0.75
N2 3.207 0.982 -1.425  0.02
C10 3.254 0.476 -0.157  0.29
N3 4.377 0.224 0.480  -0.56
N4 3.990 -0.358 1.623  -0.75
N5 2.698 -0.451 1.661  -0.53
N6 2.210 0.076 0.533  0.32
C11 2.109 1.583 -1.978  0.61
N7 2.159 2.480 -2.940  -0.67
N8 0.889 2.870 -3.095  -0.85
N9 0.117 2.248 -2.271  -0.49
N10 0.869 1.407 -1.552  0.36
H13 4.094 1.285 -1.798  0.27
C12 -2.082 3.577 0.753  -1.34
C13 -1.510 2.520 0.027  -0.07
N11 -0.984 1.479 0.650  0.51
C14 -1.039 1.412 1.999  0.20
C15 -1.567 2.426 2.780  0.66
C16 -2.092 3.550 2.114  -0.67
C17 -1.552 2.253 4.206  -0.87
C18 -1.080 1.124 4.756  -1.01
C19 -0.591 0.041 3.945  0.94
C20 -0.140 -1.170 4.475  -0.75
C21 0.290 -2.131 3.621  -1.29
C22 0.280 -1.896 2.241  0.05
N12 -0.152 -0.783 1.686  0.00
C23 -0.574 0.189 2.557  0.03
H14 -2.470 4.416 0.193  0.44
H15 -1.392 2.552 -1.038  0.84
H16 -2.495 4.372 2.692  0.45
H17 -1.932 3.055 4.824  0.42
H18 -1.068 1.004 5.831  0.40
H19 -0.122 -1.321 5.547  0.44
H20 0.670 -3.073 3.987  0.44
H21 0.660 -2.628 1.596  0.46

Cartesian forces (eV/Å) of the 6 atoms listed first:
Ir -0.5329 -1.8600 -1.7294
C -0.0971 -0.0318 -0.0337
N -0.2147 0.3026 0.0480
C 0.0754 0.1551 -0.1564
C 0.3283 0.0947 -0.5322
C 0.2504 -0.1073 -0.8365

=====

No. 3
Below is a cluster of 2 separate species, C23H21N2 in total, with properties calculated with ωB97M-V/def2-TZVPD.

## Properties
- Total charge: +1

Each line ends with the Mulliken charge.
Atoms and positions in Å:
C1 0.627 0.056 0.427  1.29
C2 1.099 -1.201 -0.114  0.94
C3 0.295 -2.358 -0.037  0.03
C4 0.729 -3.573 -0.559  -1.40
C5 2.007 -3.670 -1.123  -0.43
C6 2.841 -2.546 -1.158  -0.92
C7 2.392 -1.318 -0.678  -0.40
C8 1.151 1.361 0.063  -0.18
C9 0.797 2.288 1.110  0.01
C10 1.337 3.566 1.154  -0.64
C11 2.179 3.979 0.111  -0.60
C12 2.490 3.103 -0.942  -1.08
C13 1.982 1.795 -0.973  -0.15
C14 0.059 1.563 2.125  -0.07
C15 -0.030 0.184 1.711  0.82
C16 -0.489 -0.774 2.609  -0.05
C17 -0.904 -0.365 3.884  -1.05
C18 -0.796 0.975 4.287  -0.64
C19 -0.291 1.944 3.410  -0.51
H1 -0.704 -2.274 0.388  0.37
H2 0.069 -4.440 -0.506  0.41
H3 2.357 -4.622 -1.522  0.43
H4 3.856 -2.619 -1.551  0.43
H5 3.049 -0.448 -0.682  0.70
H6 1.104 4.207 2.005  0.41
H7 2.596 4.988 0.124  0.42
H8 3.153 3.441 -1.739  0.41
H9 2.232 1.116 -1.786  0.53
H10 -0.500 -1.822 2.323  0.45
H11 -1.293 -1.113 4.576  0.43
H12 -1.096 1.262 5.294  0.42
H13 -0.149 2.984 3.704  0.43
C20 -0.489 -0.858 -2.959  -0.98
C21 -1.595 -0.503 -2.026  0.49
N1 -1.579 -0.345 -0.730  -0.01
C22 -2.973 -0.187 -0.288  -0.78
C23 -3.811 -0.042 -1.561  -0.50
N2 -2.827 -0.369 -2.569  -0.20
H14 -0.794 -0.577 -3.973  0.49
H15 0.428 -0.331 -2.693  0.06
H16 -0.310 -1.939 -2.936  0.19
H17 -3.286 -1.102 0.244  0.29
H18 -3.097 0.668 0.389  0.34
H19 -4.647 -0.748 -1.577  0.29
H20 -4.180 0.982 -1.689  0.29
H21 -2.987 -0.320 -3.564  0.21

Cartesian forces (eV/Å) of the 6 atoms listed first:
C 0.3406 -0.4860 -0.2729
C 0.3112 -0.5937 -0.2533
C 0.0824 -0.3065 -0.0128
C 0.0659 0.3368 0.1936
C 0.0233 0.2432 0.0610
C -0.0358 -0.0025 -0.0014

=====

Computed values of HOMO energy (unit: eV) for the preceding records, in sequence: -5.536, -7.872, -11.307.
Computed values of strongest force on any atom (unit: eV/A) for the preceding records, in sequence: 0.800, 2.595, 1.931.